# 1
{"formula": "C2H6ClNO2", "method": "wB97M-V/def2-TZVPD", "species": ["C", "C", "H", "H", "H", "H", "H", "O", "Cl", "N", "H", "O"], "xyz": [[1.03104, -0.40778, -0.51744], [-0.37634, 0.16749, -0.62124], [-2.38162, -0.15599, -0.77350], [0.95200, 0.48822, 1.37900], [0.03645, 1.38862, 2.25250], [-1.40025, -1.56380, -0.48754], [0.91275, -1.44302, -0.11078], [0.08677, 0.49992, 1.89543], [-0.55915, 1.81855, -0.83259], [-1.46805, -0.57530, -0.68405], [1.26761, -0.55139, -1.60612], [1.89879, 0.33449, 0.10631]], "forces_ev_per_a": [[0.1, -0.5, -0.5], [-0.9, -1.0, 0.0], [0.1, 0.0, 0.0], [0.3, 0.1, -0.1], [0.0, 0.1, 0.1], [0.1, 0.1, 0.0], [-0.3, 0.0, -0.1], [-0.3, -0.1, 0.1], [-0.1, 0.2, -0.1], [0.9, 0.7, 0.1], [-0.2, -0.1, -0.1], [0.3, 0.6, 0.5]], "max_force_ev_per_a": 1.334, "energy_ev": -20276.7168, "homo_ev": -8.12, "gap_ev": 7.847}

***

# 2
{"formula": "C35H36Cl3N9O3RhS", "method": "wB97M-V/def2-TZVPD", "species": ["H", "C", "H", "H", "C", "C", "H", "C", "H", "H", "C", "H", "H", "H", "H", "H", "C", "C", "Cl", "C", "H", "N", "N", "H", "C", "N", "N", "H", "C", "O", "H", "C", "O", "C", "C", "C", "H", "C", "H", "Rh", "H", "C", "C", "Cl", "S", "H", "H", "N", "C", "C", "C", "H", "C", "N", "H", "Cl", "H", "C", "H", "C", "N", "N", "H", "C", "C", "H", "H", "C", "C", "C", "H", "H", "C", "C", "H", "H", "C", "H", "H", "O", "C", "C", "C", "H", "H", "N", "C", "H"], "xyz": [[3.18058, -3.25868, -0.28323], [-0.36050, 3.16146, -0.10715], [-4.96225, 6.60605, -1.30894], [-4.47722, -1.23481, 0.54588], [-4.57475, -2.05468, -1.43138], [-1.96288, 5.41486, -7.29622], [-2.28739, 0.57760, 4.35726], [-1.85828, -1.43356, -1.63795], [-1.76848, 8.26601, -1.64822], [-0.91637, 8.05033, -3.73775], [4.04169, 0.60513, -1.53265], [-2.63281, 7.63447, -3.91382], [2.58569, -1.06627, -4.09444], [-0.46135, 5.74635, 0.28242], [-0.43009, 1.69978, 5.64072], [4.94346, 1.11857, -1.23358], [-0.29115, 1.37791, 4.61814], [0.14662, 6.57603, -7.29014], [-6.25061, -2.41520, -1.32447], [-1.39017, 6.05012, -3.05632], [-4.04949, 6.35540, -2.78904], [2.41052, -3.60914, -0.82594], [-0.52805, -1.04885, -1.59833], [3.03935, 0.93035, 0.32814], [1.07303, 1.11991, 2.67941], [-0.21888, 4.14278, -0.99977], [0.12011, 3.61527, -2.19011], [0.56835, 6.05279, -1.11703], [2.97284, 0.51180, -0.66660], [-1.12382, 7.67339, -1.24766], [-0.39226, 5.67969, -3.27473], [0.14686, 2.32658, -1.97824], [-3.33702, -0.40415, 2.27793], [-0.35360, 5.57357, -0.78668], [0.92558, 1.57616, 3.97420], [2.75234, -0.61003, -3.12816], [1.07815, 6.82126, -7.78076], [-3.01580, 6.51237, 0.50010], [-4.31951, 4.38179, -0.82757], [0.05402, -0.22173, 0.07465], [-4.05085, 6.45731, 0.83716], [-0.15345, 7.09721, -6.04142], [-2.51915, -2.05168, -2.70148], [-0.37160, 5.03111, -9.44328], [0.93058, -2.50908, 1.06036], [0.36599, 1.60859, -2.74907], [-0.79022, -3.66626, -0.75497], [0.08955, 0.52008, 2.00632], [-1.61363, 7.25193, -3.99286], [-0.75581, 5.72426, -7.90657], [1.70580, -0.64531, -2.21182], [2.60363, -4.15902, -1.64854], [-3.93658, -1.46040, -0.35831], [0.14651, -3.87138, -1.06839], [-2.08456, 5.25604, -3.33030], [-4.66369, -3.09000, -3.93398], [-2.67925, 7.54306, 0.59101], [-2.91902, 6.01789, -0.95072], [-1.96924, -2.27211, -3.60150], [-2.21890, -0.24571, 1.82332], [-0.14463, 1.99858, -0.69285], [1.82817, -0.09451, -0.98320], [-2.66288, 4.75666, -7.79167], [-3.86351, -2.35584, -2.59970], [-1.34668, 6.78339, -5.40140], [-2.98284, 4.04665, -1.92088], [0.55905, 7.75267, -5.55541], [-2.58196, -1.14288, -0.43328], [-1.31482, 0.76316, 3.92341], [-3.24772, 4.51805, -0.97334], [-3.80625, 7.82580, -1.82161], [-2.74544, 3.98650, -0.16788], [1.17339, -3.37988, -0.39359], [-1.10568, 0.36043, 2.61272], [4.74304, 0.09328, -3.50243], [0.25510, -4.28983, -1.98065], [-2.25135, 5.94884, -6.05230], [2.01402, 1.23467, 2.15904], [-2.41999, 5.89920, 1.17881], [0.24324, -1.94130, -3.57371], [3.92921, 0.02475, -2.79426], [-3.98767, 6.75002, -1.77505], [0.41231, -1.27331, -2.56126], [1.74910, 2.06835, 4.47045], [-3.19373, 5.70306, -5.57618], [-1.81112, -0.56557, 0.56220], [-1.49352, 6.33276, -1.53363], [-0.59872, 3.30692, 0.93314]], "forces_ev_per_a": [[0.0, 0.0, 0.0], [0.0, 0.1, 0.2], [0.0, 0.0, 0.0], [-0.1, 0.0, 0.0], [0.3, -0.1, -0.6], [0.0, 0.0, -0.1], [0.0, 0.0, 0.0], [-1.4, -0.2, 0.8], [0.0, 0.0, 0.0], [-0.1, 0.0, 0.0], [0.1, -0.2, -0.4], [0.0, 0.1, 0.0], [0.0, 0.0, 0.0], [0.1, -0.1, 0.0], [0.0, 0.0, 0.0], [0.0, 0.0, 0.1], [0.2, 0.0, -0.1], [0.0, -0.1, -0.1], [-0.1, 0.0, 0.1], [0.0, 0.4, 0.2], [0.0, 0.0, 0.0], [0.0, 0.0, 0.0], [1.8, 0.4, -1.4], [-0.1, 0.0, 0.0], [0.1, 0.0, 0.0], [-0.1, -0.4, 0.2], [0.1, 0.1, -0.3], [0.0, -0.1, 0.1], [0.0, 0.0, 0.2], [0.1, 0.0, 0.1], [0.0, -0.1, -0.1], [-0.1, 0.2, 0.0], [0.1, 0.2, 0.4], [-0.1, 0.7, -0.1], [-0.2, 0.0, 0.1], [-0.5, -0.1, 0.0], [0.0, 0.0, 0.0], [0.0, 0.0, -0.1], [0.0, 0.0, 0.0], [0.0, -0.2, -0.1], [0.0, 0.0, 0.0], [-0.1, 0.0, 0.0], [0.6, 0.2, 0.2], [0.0, 0.0, -0.2], [-0.6, 1.6, -0.1], [0.0, 0.0, 0.0], [0.0, 0.0, 0.0], [0.0, 0.2, 0.5], [0.0, -0.3, 0.0], [-0.1, 0.1, 0.2], [1.2, 0.4, 0.2], [0.0, -0.1, 0.0], [0.3, 0.2, 0.4], [0.3, -0.1, 0.1], [0.1, -0.1, -0.1], [0.1, -0.1, -0.2], [0.0, 0.0, 0.0], [0.1, 0.1, 0.1], [-0.1, 0.0, -0.1], [-0.4, -0.6, -1.4], [-0.1, -1.7, 0.3], [0.6, 0.0, -0.4], [0.0, 0.0, 0.0], [-0.5, 0.1, 0.5], [0.0, 0.1, 0.0], [0.0, -0.1, 0.0], [0.0, 0.0, 0.0], [0.1, -0.6, -1.2], [-0.2, -0.1, -0.2], [0.0, 0.1, -0.1], [-0.1, 0.0, 0.0], [0.0, -0.1, 0.0], [-0.3, -0.4, -0.5], [0.4, 0.3, 0.5], [0.0, 0.0, 0.0], [0.0, 0.0, 0.0], [0.1, 0.0, 0.0], [0.0, 0.0, 0.0], [0.0, 0.0, 0.0], [0.5, 0.1, -0.3], [0.1, 0.3, 0.3], [0.1, -0.1, 0.0], [-2.0, -0.5, 0.7], [0.0, 0.0, 0.0], [0.0, 0.0, 0.0], [-0.1, 0.8, 1.6], [-0.2, -0.7, -0.2], [-0.1, 0.1, 0.0]], "max_force_ev_per_a": 2.310, "energy_ev": -107841.9768, "homo_ev": [-9.76, -9.76], "gap_ev": [5.981, 5.981], "charge": 1}

***

# 3
{"formula": "C4H31N2O11", "method": "wB97M-V/def2-TZVPD", "species": ["H", "O", "H", "H", "H", "H", "O", "H", "O", "C", "H", "H", "O", "H", "H", "H", "H", "H", "H", "O", "O", "H", "H", "C", "H", "H", "H", "H", "O", "C", "H", "C", "H", "O", "H", "H", "H", "O", "O", "H", "H", "H", "H", "O", "N", "H", "H", "N"], "xyz": [[-1.86685, 2.06933, 0.57272], [-0.44986, 1.56248, 3.04657], [2.00770, -1.12820, -4.25442], [-0.43414, 2.52677, 2.92631], [-0.41696, -0.25106, 1.22986], [0.77495, -0.44698, -3.47451], [1.06343, -1.14769, -4.07882], [-0.81266, 1.52277, 3.91188], [0.73067, 0.08453, -1.79770], [0.01423, 0.42148, -0.87760], [3.15572, 0.17370, 1.69739], [0.87559, 4.72022, 2.27916], [3.54577, -0.54642, 1.18053], [-0.65323, 1.21922, -3.16038], [0.14408, -2.01724, -3.00270], [-2.01558, -2.27394, -1.53296], [2.14095, -1.29437, 0.37080], [1.07816, 0.67055, 0.90665], [1.77356, 2.04172, 2.87248], [-2.65659, -3.34384, 1.65023], [2.20334, 2.41807, -1.27312], [-0.90345, -3.18323, 1.82212], [-1.57070, 2.61902, -2.48773], [0.37551, -0.07286, 0.50970], [-3.48262, -3.29458, 2.12923], [-2.20783, 0.36436, 0.51077], [-0.47720, -3.39126, -2.80914], [2.02526, 1.79727, -1.98455], [-2.47302, -1.89514, -0.75435], [-2.16991, 1.26663, -0.10648], [0.67745, -1.83383, -0.50520], [-1.46414, 1.53127, -2.51534], [0.39814, -4.00701, 1.99566], [-0.37293, -2.54953, -2.34437], [-3.23430, -1.49943, -1.19510], [1.45133, 3.01774, -1.30883], [-2.38845, 1.09603, -2.90844], [0.04311, -3.11433, 2.05966], [0.65571, 3.86779, 1.88184], [0.69826, 4.04362, 0.93766], [-2.85437, -2.97093, 0.77429], [-3.15343, 1.48453, -0.51852], [4.45050, -0.41239, 0.90614], [2.32358, 1.26355, 2.78613], [-1.21065, 1.06605, -1.16029], [2.76964, 1.12240, 3.62853], [0.78418, -1.91369, 1.15491], [1.10806, -1.38315, 0.30934]], "forces_ev_per_a": [[0.3, 0.2, 0.0], [0.0, 0.8, -1.1], [0.1, 0.3, 0.2], [0.2, -0.1, -0.5], [-0.1, 0.3, -0.1], [1.1, 0.0, -0.7], [-0.9, -0.1, -0.2], [-0.6, -0.7, 1.4], [-0.7, 1.0, 0.5], [0.6, -1.9, 0.2], [0.7, 0.6, 0.2], [0.0, 0.0, 0.1], [-0.9, -1.0, -0.5], [0.1, 0.2, 0.0], [-0.1, -0.6, 0.1], [0.6, -0.1, 0.4], [0.3, 0.3, -0.3], [-0.1, -0.1, 0.3], [-0.2, 0.3, 0.1], [0.1, 0.3, -0.6], [-0.5, -0.1, 0.3], [-0.2, -0.2, 0.5], [-0.1, 0.1, 0.0], [0.9, 0.0, -0.5], [-0.2, -0.2, 0.4], [-0.1, 0.0, -0.1], [0.0, -0.1, 0.2], [0.4, 0.0, -0.2], [-0.1, 0.5, -0.8], [-0.4, -0.4, 0.0], [0.7, -0.5, -0.1], [0.1, -0.4, 0.1], [0.0, -0.1, 0.1], [0.1, 0.1, -0.3], [-0.4, -0.1, 0.4], [0.2, 0.4, -0.1], [-0.1, 0.1, 0.3], [0.1, 0.3, -0.3], [-0.1, 0.1, 0.0], [0.1, 0.0, 0.0], [0.1, -0.1, 0.1], [0.1, 0.1, -0.1], [0.2, 0.5, 0.2], [0.6, -0.5, -0.1], [-0.4, 0.7, -0.1], [-0.1, 0.1, 0.0], [0.2, -1.0, -0.1], [-1.5, 1.1, 0.9]], "max_force_ev_per_a": 2.064, "energy_ev": -30137.8302, "multiplicity": 2, "homo_ev": [-16.96, -16.96], "gap_ev": [10.129, 5.427], "charge": 2}

***

# 4
{"formula": "C37H49AsBFN3Sc", "method": "wB97M-V/def2-TZVPD", "species": ["H", "C", "H", "C", "H", "H", "Sc", "C", "C", "H", "H", "H", "H", "C", "H", "H", "C", "N", "H", "H", "H", "H", "C", "C", "H", "H", "H", "C", "C", "H", "H", "H", "H", "H", "H", "H", "C", "C", "H", "C", "C", "C", "C", "H", "C", "C", "B", "C", "C", "H", "H", "C", "C", "H", "C", "H", "H", "C", "C", "C", "C", "H", "As", "H", "N", "C", "H", "C", "H", "H", "F", "H", "C", "H", "C", "C", "C", "C", "H", "C", "H", "H", "H", "H", "H", "H", "H", "H", "H", "H", "C", "N", "C"], "xyz": [[4.25545, 0.82970, -0.36926], [-2.45169, 0.69234, 3.45124], [2.06795, 1.41621, 0.47987], [-1.01600, -1.36375, 2.92076], [-3.24879, -2.67466, 2.47666], [1.26757, 0.02175, -5.95206], [-0.40721, 0.38416, 0.31649], [0.25924, -3.51321, 2.36496], [0.36084, 4.40176, 2.29139], [-0.93856, 2.16970, 3.97209], [3.46930, 1.52544, -2.65516], [3.26579, -3.86343, -2.95554], [-2.66419, 1.83877, -4.36599], [1.42140, 2.51436, 4.30991], [0.47779, -3.54712, 5.04654], [4.01569, 0.00297, -3.32832], [-1.58285, -0.48435, 3.85441], [-1.16219, -1.15246, 1.51790], [0.88991, 3.37234, 4.70204], [2.37321, -0.12485, 0.91065], [1.10591, 4.85792, 2.93354], [2.37115, -2.81777, -4.04998], [-1.59255, 1.71747, -2.40144], [-0.27542, -2.48351, 3.34768], [-0.26350, -5.28368, 3.51469], [-2.75925, 3.45825, -3.16918], [0.33172, 0.74784, -3.76474], [2.72780, 0.30183, 3.32371], [3.00513, -2.82392, -3.16371], [2.88812, -2.32130, -1.06078], [4.70542, -0.75871, -0.99258], [2.12445, -4.42367, 1.74256], [-4.28805, -0.47054, 3.24706], [3.47188, 0.01664, 5.31075], [-2.32148, 2.80895, 0.06460], [3.93036, -2.30044, -3.41024], [-2.01212, -2.02851, 0.85352], [-0.61863, -1.80834, 5.63990], [5.57228, 0.67640, -1.51571], [2.29276, -2.20207, -1.97085], [-3.92484, 0.41724, 3.76526], [4.58315, 0.29269, -1.26228], [1.87665, -0.02380, -5.04782], [-0.46252, -1.97525, 6.69817], [-2.00506, 1.99656, 4.11115], [0.97282, -0.13075, -3.82523], [-2.06254, 2.57820, -3.62103], [-0.46479, -4.85107, 2.53186], [-0.57984, 5.19856, 1.66018], [-2.37373, -3.08477, -2.38037], [2.55860, -0.86702, -5.14868], [1.26120, 2.19703, 2.96057], [1.92757, 1.06693, 2.49006], [2.04611, -4.08881, 3.47204], [0.35760, 3.01730, 2.11041], [-0.12984, -5.56592, 1.77708], [-2.36104, 0.81982, 2.37143], [3.61573, 0.46801, -2.42696], [2.20031, 1.74360, 5.15704], [-2.59899, -3.01355, -1.32485], [-3.07376, -2.75100, 1.41119], [-4.30074, -4.32097, -1.34491], [1.84002, -0.29047, -2.07099], [0.30080, -0.98962, -3.89633], [-1.22314, 1.09650, -1.49403], [-1.55941, 4.60777, 0.87566], [-4.06956, 0.26677, 4.83793], [-3.87779, -3.56349, 0.62492], [-1.79137, -0.05187, 5.94104], [-2.54249, 2.84165, 3.67704], [-0.73155, -1.56391, -1.05652], [2.47519, 0.88719, -5.01985], [-1.36286, -0.72608, 5.20949], [-2.21221, 1.98546, 5.18377], [2.85900, 0.62930, 4.66324], [1.76989, -3.70716, 2.48687], [-0.08740, -2.68604, 4.70830], [-1.54332, 3.23131, 0.69160], [-0.55230, 6.27330, 1.78913], [-1.82382, -2.23127, -0.51150], [-1.54386, -4.72898, 2.43159], [-4.54418, 1.26277, 3.45914], [2.29935, -2.76642, 2.34110], [-1.04773, 3.01312, -4.12473], [3.25899, -0.55147, 2.92127], [0.05679, -3.15121, 1.35656], [-2.31766, 5.21230, 0.39453], [1.34860, -2.71320, -1.77651], [2.28427, 2.00865, 6.20266], [-4.69350, -4.10064, 1.09143], [-0.57002, 2.39214, 1.25492], [1.77410, 0.67010, 1.10841], [-3.66016, -3.69512, -0.74002]], "forces_ev_per_a": [[0.0, 0.0, 0.0], [0.0, 0.0, 0.0], [0.0, 0.1, 0.0], [0.1, 0.0, -0.1], [0.0, 0.0, 0.0], [0.0, 0.0, 0.0], [0.8, -0.2, 0.6], [0.0, 0.1, 0.0], [0.0, 0.0, 0.0], [-0.3, -0.1, 0.1], [0.0, 0.0, 0.0], [0.0, 0.0, 0.0], [0.0, 0.0, 0.0], [0.1, 0.0, 0.0], [0.0, 0.0, 0.0], [0.0, 0.0, 0.0], [0.1, 0.1, 0.1], [-0.1, 0.3, -0.4], [0.0, 0.0, 0.0], [0.0, 0.0, 0.0], [0.0, 0.0, 0.0], [0.0, 0.0, 0.0], [-0.1, 0.0, 0.0], [0.0, -0.1, 0.0], [0.0, 0.0, 0.0], [0.0, 0.0, 0.0], [0.0, 0.0, 0.0], [0.0, 0.0, 0.0], [0.0, 0.0, 0.0], [0.0, 0.0, 0.0], [0.0, 0.0, 0.0], [0.0, 0.0, 0.0], [0.0, 0.0, 0.0], [0.0, 0.0, 0.0], [0.0, 0.0, 0.0], [0.0, 0.0, 0.0], [0.0, 0.0, 0.0], [0.0, 0.0, 0.0], [0.0, 0.0, 0.0], [0.0, 0.0, 0.0], [0.0, 0.0, 0.0], [0.0, 0.0, 0.0], [0.0, 0.0, 0.0], [0.0, 0.0, 0.0], [0.0, 0.0, 0.1], [0.0, 0.0, 0.0], [0.0, -0.1, 0.0], [0.0, 0.0, 0.0], [0.0, 0.0, 0.0], [0.0, 0.0, 0.0], [0.0, 0.0, 0.0], [0.1, 0.0, -0.1], [0.0, 0.0, 0.0], [0.0, 0.0, 0.0], [0.0, 0.0, 0.0], [0.0, 0.0, 0.0], [0.0, 0.0, 0.1], [0.0, 0.0, -0.1], [0.0, 0.0, 0.0], [0.0, 0.0, 0.0], [0.0, 0.0, 0.1], [0.0, 0.0, 0.0], [-0.1, 0.0, 0.1], [0.0, 0.0, 0.0], [-0.3, 0.1, -0.3], [0.1, 0.0, 0.1], [0.0, 0.0, 0.0], [0.0, 0.0, 0.0], [0.0, 0.0, 0.0], [0.0, 0.0, 0.0], [-0.2, -0.1, 0.0], [0.0, 0.0, 0.0], [0.0, 0.0, 0.0], [0.0, 0.0, 0.0], [0.0, 0.0, 0.0], [0.0, 0.0, 0.1], [0.0, 0.0, 0.0], [0.0, 0.1, -0.1], [0.0, 0.0, 0.0], [0.0, 0.0, -0.1], [0.0, 0.0, 0.0], [0.0, 0.0, 0.0], [0.1, 0.1, 0.0], [0.0, 0.0, 0.0], [0.0, -0.1, 0.0], [0.1, 0.0, 0.0], [0.0, 0.0, 0.0], [0.0, 0.0, 0.0], [0.0, 0.0, 0.0], [0.0, 0.0, 0.0], [0.0, 0.0, -0.2], [-0.2, -0.1, 0.1], [0.0, 0.0, 0.0]], "max_force_ev_per_a": 1.003, "energy_ev": -128569.8479, "homo_ev": -7.92, "gap_ev": 8.220}

***

# 5
{"formula": "C4H7N3", "method": "wB97M-V/def2-TZVPD", "species": ["N", "H", "N", "C", "C", "N", "H", "C", "H", "H", "H", "H", "C", "H"], "xyz": [[-0.42060, -1.22495, -0.45958], [1.01768, 3.04570, 0.44107], [1.65888, 1.62356, -0.96927], [0.05675, 1.03821, 0.50875], [0.90047, 2.03890, 0.05608], [1.23090, 0.26692, -1.25846], [-0.54547, -1.80122, 1.59790], [-1.16161, -1.69968, 0.69172], [0.08795, -1.93177, -0.97008], [-1.98694, -1.01529, 0.91514], [-0.60666, 1.07786, 1.36126], [-1.60082, -2.67395, 0.46004], [0.24852, -0.02225, -0.38371], [1.11749, 1.25273, -1.99887]], "forces_ev_per_a": [[0.1, 0.0, -0.1], [0.0, -0.2, -0.1], [0.0, 0.3, 0.3], [0.0, 0.0, 0.0], [0.0, 0.0, 0.0], [-0.2, -0.5, 0.1], [-0.1, 0.0, -0.1], [-0.1, 0.0, 0.1], [0.0, 0.1, 0.0], [0.1, -0.1, 0.0], [0.1, 0.0, -0.1], [0.1, 0.2, 0.0], [0.0, 0.0, 0.0], [-0.1, 0.1, -0.2]], "max_force_ev_per_a": 0.531, "energy_ev": -8729.1629, "homo_ev": -8.41, "gap_ev": 9.372}

***

# 6
{"formula": "C3H5NO2", "method": "wB97M-V/def2-TZVPD", "species": ["C", "C", "H", "H", "O", "O", "N", "C", "H", "H", "H"], "xyz": [[-0.24014, -0.40867, 0.38767], [0.52024, -0.10213, -1.85367], [1.26205, 1.22097, 0.78461], [-0.10202, 0.40182, 1.98162], [0.04398, -0.90626, -0.85991], [0.80104, -0.54969, -2.92279], [-0.95913, -1.03139, 1.22523], [0.24097, 0.86497, 1.00680], [0.59358, 0.95710, -1.56236], [-0.46720, 1.68506, 0.85362], [-1.51511, -1.79862, 0.89441]], "forces_ev_per_a": [[-0.6, -0.3, 0.4], [0.1, -0.1, -0.3], [-0.4, -0.4, 0.5], [1.7, 1.9, 0.1], [-0.2, 0.0, -0.1], [-0.1, 0.3, 0.6], [-0.5, -0.4, -0.6], [-0.2, -0.1, 0.3], [0.0, -0.1, 0.0], [0.1, -0.1, -0.4], [0.2, -0.7, -0.6]], "max_force_ev_per_a": 2.559, "energy_ev": -8775.8354, "smiles": "[H]/N=C(/C)OC=O", "homo_ev": -10.70, "gap_ev": 11.487}